Below is a cluster of 13 separate species, C60H111N5O32 in total in a non-equilibrium geometry, with properties calculated with ωB97M-V with the def2-TZVPD basis set.

Output
E_tot = -136981.914 eV

Last column: Löwdin charge in e.
Atoms and positions in Å:
C  21.931  19.207  -28.612  -0.07
O  22.853  19.884  -27.753  -0.21
C  22.244  20.435  -26.606  -0.19
C  23.345  20.729  -25.595  -0.14
N  24.584  21.270  -26.234  -0.03
C  25.548  20.200  -26.493  -0.21
C  26.637  20.651  -27.467  -0.19
O  26.440  20.166  -28.774  -0.16
C  25.551  20.968  -29.527  -0.11
H  21.288  18.626  -27.952  0.07
H  22.479  18.697  -29.398  0.07
H  21.316  19.932  -29.155  0.08
H  21.573  19.699  -26.135  0.12
H  21.631  21.324  -26.797  0.11
H  23.569  19.882  -24.950  0.10
H  22.976  21.539  -24.958  0.09
H  24.171  21.520  -27.133  0.08
H  25.090  19.296  -26.899  0.10
H  26.013  19.952  -25.540  0.11
H  27.599  20.331  -27.058  0.12
H  26.737  21.745  -27.438  0.12
H  25.511  20.524  -30.522  0.07
H  25.797  22.029  -29.478  0.08
H  24.513  20.865  -29.178  0.07
C  31.922  20.457  -34.058  -0.11
O  32.058  19.050  -34.143  -0.19
C  30.784  18.412  -34.115  -0.21
C  31.030  16.983  -33.665  -0.21
N  29.826  16.137  -33.707  -0.07
C  28.606  16.800  -33.237  -0.19
C  28.648  17.299  -31.793  -0.22
O  27.853  16.513  -30.937  -0.17
C  27.680  17.054  -29.651  -0.12
H  32.936  20.847  -34.086  0.09
H  31.460  20.701  -33.089  0.08
H  31.267  20.919  -34.803  0.09
H  30.390  18.421  -35.134  0.14
H  30.154  18.912  -33.373  0.10
H  31.434  16.884  -32.647  0.11
H  31.837  16.554  -34.266  0.12
H  29.980  15.281  -33.196  0.10
H  27.805  16.059  -33.305  0.12
H  28.312  17.583  -33.930  0.10
H  28.324  18.354  -31.797  0.10
H  29.663  17.386  -31.378  0.12
H  26.957  16.383  -29.179  0.07
H  27.240  18.053  -29.616  0.08
H  28.571  16.925  -29.025  0.09
C  23.932  16.858  -26.432  -0.10
O  25.057  16.493  -27.213  -0.19
C  26.200  16.326  -26.377  -0.18
C  27.023  17.602  -26.231  -0.22
N  28.162  17.521  -25.325  -0.04
C  29.283  16.795  -25.897  -0.22
C  30.502  16.838  -25.007  -0.23
O  30.219  16.194  -23.767  -0.20
C  31.239  16.419  -22.805  -0.11
H  24.063  17.719  -25.766  0.07
H  23.702  16.032  -25.744  0.09
H  23.138  17.132  -27.122  0.08
H  26.836  15.571  -26.842  0.11
H  25.889  16.048  -25.366  0.12
H  26.378  18.360  -25.786  0.07
H  27.342  18.102  -27.157  0.10
H  28.450  18.435  -25.005  0.11
H  29.590  17.295  -26.832  0.11
H  29.033  15.751  -26.089  0.12
H  30.827  17.881  -24.893  0.13
H  31.338  16.249  -25.402  0.12
H  31.055  17.319  -22.217  0.09
H  32.214  16.436  -23.303  0.08
H  31.235  15.538  -22.163  0.09
C  21.006  19.495  -38.050  -0.10
O  20.412  19.971  -36.861  -0.18
C  20.178  18.977  -35.902  -0.24
C  21.453  18.547  -35.151  -0.21
N  22.152  19.694  -34.571  -0.02
C  22.932  19.303  -33.402  -0.19
C  23.633  20.501  -32.805  -0.19
O  22.675  21.227  -32.049  -0.16
C  23.261  22.142  -31.155  -0.10
H  20.396  18.760  -38.582  0.09
H  21.972  19.036  -37.800  0.08
H  21.240  20.370  -38.651  0.09
H  19.639  18.098  -36.278  0.12
H  19.566  19.421  -35.110  0.11
H  22.149  17.988  -35.780  0.11
H  21.071  17.878  -34.358  0.11
H  21.428  20.379  -34.380  0.12
H  23.685  18.595  -33.760  0.10
H  22.304  18.847  -32.622  0.12
H  24.126  21.088  -33.588  0.13
H  24.456  20.244  -32.121  0.09
H  22.491  22.752  -30.683  0.09
H  23.846  22.867  -31.740  0.10
H  23.889  21.645  -30.409  0.03
C  21.459  23.513  -20.724  -0.13
O  21.966  24.226  -21.810  -0.17
C  21.690  23.606  -23.049  -0.22
C  22.627  24.183  -24.098  -0.20
N  22.514  25.635  -24.267  -0.04
C  21.356  26.073  -25.066  -0.20
C  21.248  25.437  -26.442  -0.23
O  20.522  24.226  -26.352  -0.21
C  20.289  23.669  -27.641  -0.09
H  21.899  22.514  -20.603  0.08
H  20.375  23.323  -20.699  0.09
H  21.659  24.118  -19.838  0.09
H  20.655  23.722  -23.392  0.13
H  21.912  22.532  -22.974  0.11
H  22.410  23.753  -25.079  0.09
H  23.646  23.862  -23.868  0.11
H  22.281  26.023  -23.357  0.09
H  21.431  27.154  -25.213  0.11
H  20.422  25.946  -24.502  0.12
H  22.248  25.247  -26.853  0.11
H  20.769  26.157  -27.117  0.12
H  19.685  24.373  -28.219  0.09
H  19.783  22.710  -27.555  0.08
H  21.282  23.491  -28.073  0.07
C  21.718  19.232  -22.116  0.00
C  20.481  18.762  -22.539  0.00
C  20.426  17.555  -23.230  -0.33
C  21.584  16.946  -23.700  -0.02
C  22.816  17.456  -23.323  -0.04
C  22.878  18.547  -22.461  -0.34
O  24.082  19.020  -22.044  0.05
O  19.184  16.981  -23.385  0.03
H  21.816  20.154  -21.559  0.10
H  19.624  19.391  -22.341  0.12
H  21.399  16.037  -24.263  0.12
H  23.723  16.924  -23.581  0.10
H  24.826  18.417  -22.100  0.11
H  19.268  16.029  -23.486  0.10
C  27.527  25.396  -26.613  -0.01
C  26.681  24.483  -26.023  -0.02
C  27.053  23.730  -24.908  -0.33
C  28.290  23.968  -24.336  -0.01
C  29.128  24.951  -24.869  -0.02
C  28.761  25.642  -26.007  -0.34
O  29.635  26.553  -26.555  0.02
O  26.166  22.826  -24.426  0.03
H  27.326  25.860  -27.569  0.10
H  25.691  24.312  -26.436  0.11
H  28.554  23.523  -23.385  0.11
H  30.074  25.193  -24.404  0.12
H  29.253  27.400  -26.788  0.10
H  25.431  22.747  -25.059  0.05
C  26.159  25.404  -30.353  -0.13
C  24.953  26.337  -30.442  -0.09
O  23.917  25.529  -29.881  0.07
C  24.435  24.490  -29.197  -0.56
O  23.876  23.748  -28.463  0.15
O  25.805  24.490  -29.336  0.02
H  27.116  25.887  -30.171  0.13
H  26.232  24.882  -31.313  0.11
H  24.709  26.506  -31.486  0.14
H  25.095  27.242  -29.853  0.13
C  17.657  18.149  -33.246  -0.13
C  18.129  16.772  -32.779  -0.12
O  18.676  17.067  -31.505  0.06
C  19.041  18.366  -31.467  -0.56
O  19.772  18.871  -30.684  0.17
O  18.379  19.046  -32.429  0.08
H  16.575  18.205  -33.089  0.13
H  17.746  18.336  -34.314  0.11
H  18.877  16.301  -33.425  0.13
H  17.340  16.028  -32.685  0.13
C  27.420  22.606  -32.026  -0.11
C  27.935  21.269  -32.454  -0.13
O  27.824  21.366  -33.866  0.06
C  26.707  22.112  -34.108  -0.57
O  26.129  22.164  -35.140  0.18
O  26.384  22.831  -33.002  0.04
H  28.062  23.489  -32.108  0.14
H  27.014  22.645  -31.018  0.10
H  27.383  20.417  -32.040  0.11
H  28.956  21.027  -32.147  0.13
C  22.342  12.881  -28.602  -0.11
C  23.469  13.903  -28.617  -0.11
O  22.789  15.144  -28.855  0.02
C  21.507  14.986  -28.398  -0.56
O  20.760  15.893  -28.232  0.17
O  21.184  13.681  -28.375  0.07
H  22.473  12.163  -27.794  0.13
H  22.220  12.353  -29.548  0.13
H  24.223  13.761  -29.385  0.13
H  23.889  13.980  -27.612  0.13
C  18.084  19.258  -27.857  -0.11
C  17.425  18.836  -26.532  -0.11
O  16.254  19.629  -26.589  0.06
C  16.508  20.754  -27.276  -0.57
O  15.803  21.710  -27.284  0.17
O  17.693  20.623  -27.923  0.06
H  17.742  18.609  -28.665  0.13
H  19.165  19.144  -27.841  0.11
H  18.032  19.072  -25.656  0.13
H  17.233  17.766  -26.506  0.13
C  23.875  16.596  -31.614  -0.08
C  24.742  17.401  -30.634  -0.08
O  25.406  18.300  -31.523  0.02
C  25.303  17.879  -32.808  -0.62
O  25.830  18.455  -33.706  0.17
O  24.537  16.785  -32.867  0.06
H  22.826  16.892  -31.653  0.12
H  23.911  15.518  -31.457  0.12
H  25.457  16.783  -30.125  0.09
H  24.088  17.945  -29.957  0.11



Below is a cluster of 8 separate species, C60H134F6N7P in total in a non-equilibrium geometry, with properties calculated with ωB97M-V with the def2-TZVPD basis set.

Output
Energy above the lowest of the compared OMol25 structures with the same formula, charge and spin = 0.000 eV
Charge = +6
E_tot = -100363.557 eV

Last column: Löwdin charge in e.
Atoms and positions in Å:
P  0.012  -0.012  2.334  0.28
F  0.495  0.188  3.889  -0.20
F  -0.602  -1.537  2.622  -0.21
F  -1.449  0.649  2.693  -0.21
F  -0.401  -0.211  0.715  -0.23
F  0.469  1.538  2.077  -0.20
F  1.539  -0.592  1.934  -0.23
C  1.740  -3.258  8.589  -0.06
C  2.770  -2.266  7.933  -0.21
C  4.323  -2.502  8.114  -0.12
N  5.219  -1.683  7.265  -0.22
C  4.954  -0.193  7.253  0.02
C  6.735  -1.868  7.710  -0.10
C  7.552  -2.483  6.627  -0.16
C  6.862  -2.107  5.318  -0.13
C  5.369  -2.071  5.737  -0.07
H  1.976  -4.197  8.088  0.06
H  0.701  -3.053  8.332  0.08
H  1.834  -3.450  9.658  0.08
H  2.545  -1.292  8.366  0.10
H  2.647  -2.000  6.883  0.10
H  4.392  -3.530  7.759  0.13
H  4.612  -2.404  9.160  0.14
H  5.744  0.234  6.635  0.11
H  4.907  0.253  8.247  0.12
H  4.003  -0.034  6.746  0.10
H  7.205  -0.997  8.166  0.14
H  6.735  -2.507  8.593  0.13
H  8.493  -1.933  6.589  0.13
H  7.642  -3.530  6.917  0.13
H  7.231  -1.170  4.900  0.12
H  7.129  -2.930  4.655  0.12
H  4.756  -1.512  5.030  0.13
H  4.799  -3.000  5.746  0.12
C  -0.609  -11.078  0.173  -0.08
C  -0.089  -9.678  -0.061  -0.29
C  0.974  -9.358  0.960  -0.08
N  1.662  -7.972  0.659  -0.22
C  0.666  -7.025  -0.032  0.03
C  2.971  -8.142  -0.126  -0.08
C  3.837  -6.836  0.136  -0.14
C  3.466  -6.556  1.566  -0.17
C  2.208  -7.287  1.944  -0.08
H  -1.372  -11.568  -0.432  0.09
H  -0.998  -10.958  1.184  0.09
H  0.157  -11.853  0.148  0.09
H  -0.951  -9.020  0.054  0.11
H  0.210  -9.523  -1.098  0.12
H  1.700  -10.145  0.754  0.14
H  0.514  -9.307  1.947  0.14
H  0.226  -7.454  -0.933  0.09
H  1.289  -6.222  -0.427  0.10
H  -0.076  -6.674  0.685  0.11
H  2.869  -8.517  -1.145  0.14
H  3.568  -8.945  0.307  0.13
H  3.774  -6.070  -0.637  0.11
H  4.854  -7.230  0.139  0.12
H  3.323  -5.488  1.730  0.12
H  4.311  -6.929  2.145  0.13
H  1.351  -6.676  2.227  0.13
H  2.336  -8.068  2.693  0.14
C  -7.576  7.760  -4.299  -0.07
C  -6.841  7.732  -2.899  -0.21
C  -5.565  6.900  -3.053  -0.12
N  -4.747  6.685  -1.721  -0.22
C  -4.002  8.064  -1.377  0.09
C  -3.582  5.653  -1.849  -0.10
C  -3.308  5.230  -0.396  -0.17
C  -4.472  5.456  0.527  -0.15
C  -5.495  6.133  -0.419  -0.05
H  -6.898  8.089  -5.086  0.07
H  -8.400  8.463  -4.415  0.09
H  -7.893  6.763  -4.605  0.08
H  -7.489  7.278  -2.150  0.10
H  -6.683  8.708  -2.441  0.11
H  -4.894  7.370  -3.772  0.13
H  -5.748  5.883  -3.401  0.12
H  -3.228  8.130  -2.141  0.11
H  -3.693  7.756  -0.378  0.09
H  -4.772  8.836  -1.353  0.10
H  -2.727  6.086  -2.367  0.12
H  -3.893  4.878  -2.550  0.12
H  -2.534  5.890  -0.005  0.12
H  -3.154  4.152  -0.343  0.13
H  -4.146  6.174  1.279  0.12
H  -4.804  4.561  1.054  0.12
H  -5.988  7.008  0.006  0.13
H  -6.167  5.433  -0.914  0.13
C  1.702  2.514  -5.047  -0.09
C  2.459  3.645  -5.790  -0.24
C  2.327  3.470  -7.309  -0.10
N  3.311  4.380  -8.175  -0.17
C  2.913  4.305  -9.674  -0.09
C  3.275  2.981  -10.269  -0.18
C  4.710  2.624  -10.066  -0.17
C  5.166  2.608  -8.580  -0.16
C  4.819  3.911  -7.881  -0.09
C  3.146  5.917  -7.657  0.06
H  1.902  2.594  -3.978  0.08
H  1.905  1.470  -5.283  0.07
H  0.638  2.563  -5.276  0.08
H  3.492  3.671  -5.441  0.10
H  2.037  4.582  -5.426  0.10
H  1.287  3.663  -7.573  0.14
H  2.607  2.431  -7.482  0.11
H  1.859  4.585  -9.670  0.14
H  3.541  5.117  -10.041  0.14
H  2.671  2.201  -9.806  0.12
H  3.171  3.032  -11.353  0.14
H  4.907  1.668  -10.552  0.13
H  5.334  3.363  -10.569  0.13
H  4.697  1.832  -7.974  0.10
H  6.189  2.240  -8.504  0.13
H  5.086  3.979  -6.826  0.12
H  5.497  4.642  -8.322  0.13
H  3.936  6.589  -7.991  0.11
H  3.191  5.872  -6.569  0.07
H  2.140  6.288  -7.855  0.11
C  -6.468  -2.682  -7.564  -0.11
C  -6.898  -2.279  -6.221  -0.28
C  -5.699  -2.298  -5.231  -0.11
N  -6.134  -2.097  -3.803  -0.22
C  -7.360  -3.033  -3.398  -0.06
C  -7.581  -3.047  -1.880  -0.17
C  -6.328  -3.252  -1.021  -0.16
C  -5.119  -2.368  -1.418  -0.18
C  -4.877  -2.320  -2.903  -0.11
C  -6.640  -0.636  -3.602  0.05
H  -5.782  -1.891  -7.868  0.08
H  -7.272  -2.490  -8.274  0.10
H  -5.933  -3.631  -7.530  0.10
H  -7.650  -3.058  -6.087  0.12
H  -7.426  -1.329  -6.306  0.12
H  -5.103  -1.436  -5.530  0.14
H  -5.250  -3.290  -5.274  0.14
H  -7.234  -4.098  -3.590  0.14
H  -8.252  -2.601  -3.851  0.13
H  -8.387  -3.755  -1.689  0.13
H  -7.923  -2.062  -1.566  0.10
H  -5.818  -4.204  -1.171  0.12
H  -6.489  -3.081  0.043  0.12
H  -4.274  -2.943  -1.039  0.12
H  -4.963  -1.394  -0.954  0.12
H  -4.463  -3.237  -3.322  0.13
H  -4.073  -1.612  -3.107  0.13
H  -5.766  -0.014  -3.800  0.10
H  -7.127  -0.409  -2.653  0.10
H  -7.310  -0.489  -4.449  0.09
C  -8.785  1.715  4.620  -0.10
C  -8.302  1.664  6.092  -0.21
C  -7.278  0.495  6.200  -0.11
N  -6.799  0.100  7.645  -0.23
C  -5.649  -0.955  7.493  -0.11
C  -4.283  -0.489  7.044  -0.17
C  -3.833  0.768  7.798  -0.17
C  -4.970  1.867  7.813  -0.13
C  -6.255  1.288  8.448  -0.09
C  -8.021  -0.530  8.352  0.06
H  -9.719  2.277  4.593  0.08
H  -9.088  0.803  4.106  0.08
H  -8.007  2.192  4.024  0.07
H  -9.225  1.485  6.644  0.11
H  -7.850  2.636  6.293  0.11
H  -6.450  0.670  5.514  0.12
H  -7.834  -0.303  5.708  0.12
H  -5.990  -1.832  6.945  0.14
H  -5.444  -1.278  8.514  0.13
H  -4.502  -0.011  6.090  0.10
H  -3.570  -1.286  6.831  0.13
H  -2.935  1.267  7.432  0.11
H  -3.426  0.475  8.766  0.11
H  -5.064  2.487  6.921  0.11
H  -4.673  2.630  8.532  0.12
H  -7.103  1.925  8.701  0.14
H  -5.853  0.872  9.371  0.14
H  -8.692  0.329  8.337  0.09
H  -7.671  -0.723  9.367  0.11
H  -8.356  -1.427  7.832  0.12
C  11.481  0.122  -1.278  -0.08
C  10.179  0.207  -2.108  -0.23
C  9.062  0.499  -1.116  -0.10
N  7.749  1.120  -1.714  -0.25
C  7.982  2.637  -1.998  -0.09
C  7.970  3.515  -0.764  -0.16
C  6.838  3.269  0.272  -0.15
C  6.703  1.748  0.578  -0.16
C  6.549  0.997  -0.727  -0.11
C  7.387  0.431  -2.997  0.00
H  11.478  -0.630  -0.489  0.09
H  11.661  1.147  -0.952  0.08
H  12.371  0.028  -1.899  0.09
H  10.061  -0.735  -2.643  0.12
H  10.309  0.974  -2.872  0.11
H  9.312  1.220  -0.337  0.12
H  8.656  -0.405  -0.662  0.14
H  8.925  2.645  -2.544  0.13
H  7.248  2.917  -2.754  0.13
H  8.906  3.500  -0.206  0.12
H  7.992  4.509  -1.210  0.13
H  7.069  3.800  1.195  0.12
H  5.899  3.570  -0.194  0.12
H  7.354  1.306  1.332  0.12
H  5.724  1.795  1.056  0.12
H  6.307  -0.057  -0.593  0.13
H  5.677  1.318  -1.296  0.13
H  8.174  0.702  -3.701  0.10
H  6.409  0.638  -3.431  0.11
H  7.471  -0.627  -2.749  0.11



> E_tot of number 1 (C60H111N5O32)?

-136981.914 eV



> What is the formula in the first record?

C60H111N5O32



> E_tot of number 1 (C60H111N5O32)?

-136981.914 eV